[1]
# C20H52NO2P2Si4Ti

A structure of composition C20H52NO2P2Si4Ti in a non-equilibrium geometry (ωB97M-V/def2-TZVPD, the OMol25 dataset).

Values from the calculation:
energy above the lowest of the compared OMol25 structures with the same formula, charge and spin	1.2972	eV
charge	0
E_HOMO (spin up / spin down)	-3.97 / -4.77	eV
HOMO-LUMO gap (spin up / spin down)	4.44 / 5.16	eV
2S+1	2

The geometry in XYZ format:
```
82
C20H52NO2P2Si4Ti, DFT ωB97M-V/def2-TZVPD
H 3.47 0.67 3.72
H 5.17 -0.54 1.14
C -3.84 -1.43 -0.20
Si -0.77 -1.24 2.67
H -1.44 3.08 1.03
C 3.29 -0.40 3.53
H 1.83 0.69 -4.50
Si 0.61 0.19 1.42
H -2.19 0.54 3.75
H 2.10 -3.10 2.19
Ti -0.34 -0.46 -1.44
C -3.54 1.42 -0.10
H 0.57 -2.74 -2.61
H -1.99 2.59 2.65
C 0.07 -1.67 4.31
C -1.18 3.08 2.09
C 2.68 -2.58 1.42
H -4.90 -1.13 -0.19
H 0.95 -1.38 -0.17
H 2.57 -0.77 4.27
C 1.89 3.39 1.72
H -1.15 4.13 2.41
P -2.79 -0.08 -0.86
H 0.96 -2.29 4.18
H -0.22 -3.45 1.58
C -1.97 1.03 -5.84
H -3.09 1.62 0.88
H 1.76 3.59 0.64
H 4.42 1.06 1.00
C 4.27 -0.01 0.79
H 3.33 -1.27 -1.73
H -0.65 -2.26 4.90
H 2.93 2.00 -0.50
H -2.92 0.03 2.21
H 4.24 -0.93 3.69
O -2.74 -4.95 -3.27
H 2.28 2.91 -1.90
H -3.03 -1.02 3.64
H -1.69 -3.52 2.57
H 2.88 2.95 1.88
H -4.36 -0.31 -2.80
H -3.35 2.27 -0.78
H -4.00 1.27 -2.48
H 0.61 3.08 4.73
C 2.79 1.99 -1.59
N -1.15 0.39 -3.27
C -2.37 -0.32 3.09
C -1.14 -2.90 1.83
Si 2.79 -0.71 1.73
H 0.01 1.40 4.71
O 0.13 -2.05 -2.11
H -1.74 -2.81 0.91
H -0.09 0.60 -0.02
H 0.13 1.63 -6.10
H 0.30 -1.86 0.05
C 3.01 -0.67 -2.59
H 0.34 -0.79 4.91
H 4.22 -0.14 -0.30
H 2.27 -2.84 0.44
H 3.70 -2.97 1.46
C 0.74 2.09 4.27
Si 0.51 2.30 2.41
C -0.26 0.87 -4.16
P 1.77 0.58 -2.09
H -3.94 0.42 -5.15
H -2.09 -4.28 -3.48
C -2.47 0.35 -3.60
C -3.50 0.28 -2.54
H -3.52 -1.65 0.83
H -4.63 1.27 -0.03
H 3.88 -0.14 -3.01
H 1.86 4.36 2.24
H 1.75 1.73 4.52
C -0.65 1.23 -5.44
H 2.57 -1.33 -3.35
H 1.34 2.24 -3.76
C -2.89 0.57 -4.91
H -3.39 -4.82 -3.97
C 1.17 1.15 -3.74
H -3.72 -2.33 -0.82
H 3.76 1.90 -2.09
H -2.24 1.19 -6.88
```

=====

[2]
# C20H53N9O6

A cluster of 6 separate species, C20H53N9O6 in total in a non-equilibrium geometry (ωB97M-V/def2-TZVPD, the OMol25 dataset).

Values from the calculation:
charge	-1
E_HOMO (spin up / spin down)	0.24 / -6.03	eV
HOMO-LUMO gap (spin up / spin down)	2.18 / 8.43	eV
2S+1	2

The geometry in XYZ format:
```
88
C20H53N9O6, DFT ωB97M-V/def2-TZVPD
H 0.59 -0.65 -4.31
H 1.69 6.77 -3.98
H 2.54 4.88 -2.61
H -1.53 -1.79 -5.13
H 1.07 -0.46 4.71
H 0.63 -0.89 3.29
H -5.38 4.48 1.86
C -2.95 -1.83 3.28
H -0.35 -4.52 -0.50
C 0.75 -4.21 -3.86
H 1.48 -4.40 -3.07
H 3.46 -0.36 0.71
H -0.18 -2.59 -5.87
C 1.76 -1.37 -2.55
C 0.69 -1.30 -1.38
H -1.56 -3.48 -5.23
H -2.70 -2.95 -2.80
C 1.30 3.98 -1.09
H 2.78 -2.23 3.39
C 1.87 4.89 0.02
H 0.33 3.15 1.78
H 1.58 3.66 -3.34
H 2.51 -0.59 -2.57
C 1.16 -2.70 6.01
H 0.22 4.08 -0.94
C 0.04 -2.81 -3.83
H 1.26 -1.21 -0.46
N 1.21 -1.21 4.06
H 4.00 -3.40 3.13
H 1.77 -1.91 -4.67
C 3.80 -2.10 1.60
H -1.13 -1.83 0.64
C -0.52 1.45 1.73
H 1.02 5.53 -4.91
H -3.17 3.66 -1.22
O 0.50 0.77 1.88
H 1.82 4.39 0.99
H -2.48 1.44 1.33
H -1.68 -0.09 1.79
C 0.24 -3.60 -0.48
H -1.40 3.28 1.73
N 1.62 2.59 -0.91
C 0.54 -2.34 4.62
H 2.45 -0.87 2.09
H 2.17 -2.99 5.73
H 2.31 -2.30 -2.38
O -1.96 -3.55 -2.65
C -0.39 -2.43 -1.29
H 0.45 -3.29 0.54
O -1.53 -1.95 3.34
H 0.93 2.05 -1.41
C -0.87 -2.66 -5.03
C 0.79 6.16 -4.06
H 1.19 -3.99 -0.84
O -3.49 3.16 1.28
H -3.35 -2.84 3.37
C -1.50 -1.88 -0.38
C 1.55 4.41 -2.56
N -5.10 4.67 0.91
N -1.67 0.90 1.58
O 0.54 5.40 -2.88
C 1.04 -1.57 -3.94
H -4.61 4.70 -1.13
H -3.23 -1.40 2.32
H 1.31 2.32 0.01
C -1.01 -2.18 4.63
N -0.82 -2.69 -2.65
H 0.80 -3.15 3.94
N -0.57 2.70 1.71
H 0.14 -0.37 -1.54
H 2.89 5.12 -0.28
H -3.33 -1.24 4.11
H 0.00 -5.00 -3.81
H -1.65 -0.82 -0.55
N -3.77 4.31 -0.72
H 1.22 -4.30 -4.84
H -0.06 6.78 -4.34
N 3.46 -2.63 2.76
C -4.09 3.92 0.55
H -1.40 -3.14 4.96
H -1.28 -1.48 5.42
H 1.29 -1.90 6.74
H -2.49 -2.29 -0.54
H 0.60 -3.55 6.39
H -5.52 5.31 0.25
H 1.40 5.87 0.08
O 4.78 -2.48 0.91
N 3.13 -1.06 1.37
```

=====

[3]
# C20H54AsF6HgN2O2Sb2Si3

A structure of composition C20H54AsF6HgN2O2Sb2Si3 (ωB97M-V/def2-TZVPD, the OMol25 dataset).

Values from the calculation:
energy above the lowest of the compared OMol25 structures with the same formula, charge and spin	0.0000	eV
charge	+1
E_HOMO	-11.35	eV
HOMO-LUMO gap	8.71	eV

The geometry in XYZ format:
```
91
C20H54AsF6HgN2O2Sb2Si3, DFT ωB97M-V/def2-TZVPD
C 5.40 -0.40 0.74
H 4.25 1.06 3.62
F -4.08 2.95 0.65
C 3.37 0.92 4.24
H 3.36 -0.12 4.57
C 3.51 -0.96 -1.65
H 2.80 3.25 2.05
H -0.61 1.31 3.80
C 1.90 3.11 2.65
C 1.07 -2.66 3.98
H 1.94 3.82 3.48
H -1.86 -2.58 -2.91
H -1.44 -0.36 -4.99
H 0.24 0.03 4.69
H -3.12 -1.89 -3.95
H -3.97 0.43 -4.68
H -3.53 2.14 -4.47
C 3.85 1.91 -0.54
H -0.10 3.31 -5.15
H 4.06 -3.29 1.35
C 0.29 1.07 4.37
O -1.34 -1.31 2.12
N -3.14 -2.16 1.01
H 4.18 2.50 0.32
H 0.06 -2.26 3.92
C 0.86 -3.73 1.07
C -3.71 1.04 -2.59
H 0.54 -1.69 -3.06
H 3.39 -2.01 -1.38
C -0.70 2.41 -3.30
H -1.39 2.14 -5.36
F -2.04 4.14 1.44
H 4.35 -0.88 -2.34
H 5.53 0.14 1.68
Hg -0.32 -0.15 -0.26
H 3.49 1.55 5.13
C -4.59 -0.03 -1.95
Sb -1.60 0.62 -2.52
H 1.02 -3.67 4.40
H 1.02 3.35 2.05
H -4.15 -2.18 1.01
H -0.16 -3.33 0.98
Si 3.83 0.09 -0.13
H -5.63 0.26 -2.03
H 2.61 -0.63 -2.17
H -3.79 1.95 -2.00
H 1.33 -3.70 0.08
H 1.34 1.93 -2.71
H 2.87 2.28 -0.84
C -2.05 -2.10 -3.87
F -0.80 2.02 1.30
H -4.49 -1.00 -2.45
C -2.93 -0.75 4.24
H 5.44 -1.47 0.95
Si 1.80 1.39 3.35
F -2.00 2.81 -0.65
C 0.59 2.71 -2.54
H -2.36 -3.19 -0.49
H 6.25 -0.15 0.10
H 0.31 1.70 5.26
H 4.55 2.11 -1.36
H -2.12 -1.36 4.63
H -2.59 0.27 4.07
H -3.78 -0.76 4.92
H 0.80 -4.77 1.39
H 0.26 1.59 -5.08
H -1.44 3.18 -3.06
F -2.80 0.85 0.57
N -2.45 -2.22 -0.21
C -1.20 -0.84 -4.04
H -5.16 1.59 -4.09
H -2.99 -1.73 -0.92
Si 1.83 -2.71 2.28
H 0.42 2.81 -1.47
H 1.02 3.65 -2.90
H 1.66 -2.05 4.67
F -2.85 2.13 2.66
H 3.67 -4.26 2.77
As -2.47 2.54 1.03
O -3.42 -1.31 3.01
Sb 1.79 -0.30 1.38
C -2.53 -1.54 2.06
H 4.22 -2.60 2.97
C -4.10 1.31 -4.04
C 3.62 -3.26 2.35
H 0.55 -1.86 -4.81
H -4.37 -0.13 -0.89
C 0.29 -1.18 -4.00
H -1.80 -2.83 -4.65
H 0.92 -0.30 -4.08
C -0.48 2.35 -4.80
```

=====

no.,total energy (Ha)
1,-3688.598791
2,-1738.014514
3,-5391.860319